No. 1
# C3H6N2S2

A 2-piece molecular cluster, C3H6N2S2 overall in a non-equilibrium geometry (the ωB97M-V functional and the def2-TZVPD basis, OMol25).

Calculated values
gap between HOMO and LUMO (spin up / spin down) = 7.299 / 7.719 eV
total charge = 0
total energy = -27854.59227 eV
E_LUMO (spin up / spin down) = 0.02869 / 0.02778 Eh

Element x y z (Å)
1 C -2.000 0.267 -0.687
2 C -1.323 1.362 -0.464
3 C -0.443 -0.456 1.120
4 N 2.323 -0.225 0.235
5 N 1.246 -1.058 -0.172
6 S -1.800 -1.133 0.368
7 S -0.260 1.268 0.982
8 H -2.622 0.289 -1.609
9 H -1.581 2.214 -1.120
10 H -0.248 -0.904 2.166
11 H 2.970 0.078 -0.555
12 H 2.768 -0.888 0.898
13 H 0.968 -0.815 -1.161

Löwdin atomic charge list, values in e, 4 entries: number 1, C, carries -0.533; number 2, C, carries -0.473; number 3, C, carries -0.856; number 4, N, carries -0.148

No. 2
# S2

A 2-piece molecular cluster, S2 overall in a non-equilibrium geometry (the ωB97M-V functional and the def2-TZVPD basis, OMol25).

Calculated values
gap between HOMO and LUMO (spin up / spin down) = 5.981 / 4.510 eV
total charge = -1
spin multiplicity = 2
<S²> = 0.76
total energy = -21667.27315 eV
E_LUMO (spin up / spin down) = 0.06547 / 0.05822 Eh

Element x y z (Å)
1 S 0.000 0.000 1.649
2 S 0.000 0.000 -1.649

Charges in e, computed with Löwdin, in the same order as the atoms: number 1, S, carries -0.500; number 2, S, carries -0.500

Record-wise energy above the lowest of the compared OMol25 structures with the same formula, charge and spin values, in eV: 4.505, 4.191